--- one ---
Entry from OMol25: one molecule with the formula C6H4O (wB97M-V/def2-TZVPD).

Output
**Gap between HOMO and LUMO (alpha / beta)**: 7.8 / 7.8 eV
**Molar mass**: 92.1 g mol⁻¹

XYZ file:
```
11
C6H4O (wB97M-V/def2-TZVPD)
C 1.36 0.08 0.39
C 0.22 0.99 -0.36
H 0.32 2.08 -0.32
C -0.89 0.34 0.20
O -0.85 -1.69 -1.03
C -1.26 -1.05 -0.08
C 1.77 -0.93 -0.53
H -1.96 -1.49 0.66
H -1.59 0.93 0.79
H 1.66 0.51 1.34
C 1.22 0.22 -1.07
```

--- two ---
Entry from OMol25: a 2-piece molecular cluster, C6H4O overall (wB97M-V/def2-TZVPD).

Output
**Gap between HOMO and LUMO**: 8.5 eV
**Molar mass**: 92.1 g mol⁻¹

XYZ file:
```
11
C6H4O (wB97M-V/def2-TZVPD)
C -1.09 0.84 -0.07
C -1.66 1.77 0.48
C 0.05 -1.28 -1.24
H 3.02 0.98 0.61
H 0.73 -1.61 -1.96
H 1.29 0.63 0.53
O 2.22 0.74 0.13
H -2.07 2.59 1.00
C -0.56 -0.37 -0.52
C -0.71 -1.78 0.06
C -1.22 -2.52 0.97
```

--- three ---
Entry from OMol25: one molecule with the formula C6H4O (wB97M-V/def2-TZVPD).

Output
**Gap between HOMO and LUMO**: 10.0 eV
**Molar mass**: 92.1 g mol⁻¹
**SMILES**: C#CC(=O)C#CC

XYZ file:
```
11
C6H4O (wB97M-V/def2-TZVPD)
H 0.05 0.50 3.45
O -3.10 -0.14 0.26
C 0.15 -0.08 -1.27
C 1.58 -0.20 -1.49
H 2.01 -0.37 -0.50
C -0.97 0.01 -0.81
C -1.90 0.02 0.30
C -0.50 0.36 2.54
H 1.84 -1.04 -2.13
C -1.16 0.21 1.55
H 2.01 0.72 -1.89
```

Least stable of them? two.

--- one ---
Entry from OMol25: one molecule with the formula C6H4O (wB97M-V/def2-TZVPD).

Output
**Gap between HOMO and LUMO**: 9.8 eV
**Molar mass**: 92.1 g mol⁻¹
**SMILES**: C#CC=C=C1CO1

XYZ file:
```
11
C6H4O (wB97M-V/def2-TZVPD)
C -2.54 2.52 0.03
C 0.08 -0.04 0.15
H -3.17 3.38 -0.03
H 3.00 -1.21 -1.06
C -1.83 1.55 0.09
C 1.20 -0.69 0.11
C 2.19 -1.57 -0.44
H 1.93 -2.63 -0.54
O 2.21 -1.08 0.93
C -1.19 0.28 0.25
H -1.89 -0.52 0.50
```

--- two ---
Entry from OMol25: one molecule with the formula C6H4O (wB97M-V/def2-TZVPD).

Output
**Gap between HOMO and LUMO**: 8.0 eV
**Molar mass**: 92.1 g mol⁻¹
**SMILES**: C=C=CC=C=C=O

XYZ file:
```
11
C6H4O (wB97M-V/def2-TZVPD)
C -1.67 -0.57 -3.14
C 1.71 0.21 -0.16
H -1.13 -0.15 1.28
C 0.44 0.05 0.03
H 2.37 -0.63 -0.23
C -0.85 -0.13 0.23
O -1.54 -0.71 -4.30
C -2.00 -0.28 -0.65
C -2.15 -0.44 -1.97
H 2.17 1.19 -0.22
H -2.93 -0.27 -0.08
```

--- three ---
Entry from OMol25: one molecule with the formula C6H4O (wB97M-V/def2-TZVPD).

Output
**Gap between HOMO and LUMO (alpha / beta)**: 7.6 / 7.6 eV
**Molar mass**: 92.1 g mol⁻¹
**SMILES**: C1=C=CCOC=C=1

XYZ file:
```
11
C6H4O (wB97M-V/def2-TZVPD)
C 2.00 0.30 -0.08
H -1.70 1.33 0.47
H 1.74 -1.23 1.48
C -1.01 0.92 -0.27
C -0.95 -0.59 -0.30
C 1.11 1.05 -0.69
H -0.52 -1.01 -1.21
C 1.32 -0.58 0.71
C -0.02 1.65 -0.84
H -1.90 -1.10 -0.08
O -0.07 -0.74 0.82
```

--- four ---
Entry from OMol25: one molecule with the formula C6H4O (wB97M-V/def2-TZVPD).

Output
**Gap between HOMO and LUMO (alpha / beta)**: 7.8 / 7.1 eV
**Molar mass**: 92.1 g mol⁻¹

XYZ file:
```
11
C6H4O (wB97M-V/def2-TZVPD)
C -0.32 -0.67 -0.08
H -3.01 1.77 3.18
C 1.99 0.29 -1.39
C -1.74 0.63 1.67
C -2.42 1.24 2.47
O 1.59 -0.93 -1.46
H 1.28 1.03 -1.05
H 3.00 0.48 -1.71
C -0.98 -0.05 0.75
C 0.44 -1.42 -0.98
H 0.16 -2.37 -1.41
```

Least stable of them? three.

--- one ---
Entry from OMol25: one molecule with the formula C6H4O (wB97M-V/def2-TZVPD).

Output
**Gap between HOMO and LUMO**: 8.9 eV
**Molar mass**: 92.1 g mol⁻¹
**SMILES**: C#Cc1ccco1

XYZ file:
```
11
C6H4O (wB97M-V/def2-TZVPD)
H -0.39 2.05 0.23
H 3.07 -0.11 -0.92
C -1.67 0.26 -0.29
O -0.09 -1.21 0.26
C 2.93 0.04 0.13
H -1.83 -1.97 -0.51
C -0.54 0.98 0.19
C -1.33 -1.05 -0.23
C 0.39 0.04 0.51
H -2.59 0.68 -0.66
C 1.78 0.14 0.53
```

--- two ---
Entry from OMol25: one molecule with the formula C6H4O (wB97M-V/def2-TZVPD).

Output
**Gap between HOMO and LUMO**: 9.2 eV
**Molar mass**: 92.1 g mol⁻¹
**SMILES**: C#Cc1ccco1

XYZ file:
```
11
C6H4O (wB97M-V/def2-TZVPD)
H -0.28 -2.69 -0.54
C -0.11 0.51 0.13
C -0.27 3.13 -0.07
C -0.10 -1.70 -0.17
H 1.07 -1.94 1.73
C 0.58 -1.36 0.96
H -1.13 -0.31 -1.62
C -0.24 1.90 0.09
O 0.61 -0.04 1.14
H 0.42 2.99 -0.93
C -0.56 -0.47 -0.72
```

Least stable of them? two.

--- one ---
Entry from OMol25: one molecule with the formula C6H4O (wB97M-V/def2-TZVPD).

Output
**Gap between HOMO and LUMO**: 9.6 eV
**Molar mass**: 92.1 g mol⁻¹

XYZ file:
```
11
C6H4O (wB97M-V/def2-TZVPD)
C -0.46 -0.55 -0.11
C 0.19 -1.88 0.23
C -0.15 3.00 -0.68
C 0.10 0.66 0.57
H -0.19 3.94 -1.18
O 0.72 0.56 1.60
H -0.33 -2.73 -0.21
C -0.08 1.94 -0.10
C -1.51 -0.44 -0.89
H 0.23 -1.98 1.32
H 1.22 -1.86 -0.15
```

--- two ---
Entry from OMol25: one molecule with the formula C6H4O (wB97M-V/def2-TZVPD).

Output
**Gap between HOMO and LUMO**: 8.4 eV
**Molar mass**: 92.1 g mol⁻¹

XYZ file:
```
11
C6H4O (wB97M-V/def2-TZVPD)
C -0.56 -1.00 -0.41
H 0.49 -0.76 -0.95
C -1.23 0.34 -0.35
H -1.15 -1.88 -0.68
C -0.50 1.08 0.50
C 1.81 0.20 0.47
C 0.54 0.13 0.90
H -0.43 2.15 0.60
H -2.01 0.67 -1.04
O 0.01 -1.12 0.90
C 3.02 0.19 0.06
```

Least stable of them? two.